[1]
DFT (wB97M-V/def2-TZVPD) results for a cluster of 11 separate species, C38H76F6N8O16P in total.

Output
maximum force	7.7	eV Å⁻¹
HOMO level (spin up / spin down)	-8.34 / -8.34	eV
molar mass	1046.03	g/mol

The geometry in ORCA input format:
```
! wB97M-V def2-TZVPD RIJCOSX def2/J DEFGRID3
* xyz 2 2
C 12.707 -23.029 8.281
C 12.168 -21.840 8.319
C 12.992 -20.572 8.220
O 12.521 -19.330 8.099
C 14.364 -20.627 8.028
C 15.069 -21.919 7.863
C 14.203 -23.231 7.939
O 14.798 -24.293 7.907
O 16.315 -21.937 7.571
O 10.881 -21.886 8.501
H 12.109 -23.925 8.364
H 14.965 -19.732 8.100
C 17.640 -23.921 10.017
C 18.334 -25.038 9.255
C 19.628 -25.637 10.047
O 20.168 -26.679 9.669
C 20.090 -24.929 11.232
C 19.392 -23.943 11.834
C 18.045 -23.479 11.242
O 17.196 -22.726 11.839
O 20.183 -23.421 12.770
O 17.947 -25.678 8.270
H 16.757 -23.500 9.562
H 21.094 -25.224 11.501
C 13.393 -21.308 11.676
C 13.112 -22.808 11.839
C 13.378 -23.142 13.333
O 13.416 -24.622 13.421
C 14.032 -25.116 14.660
N 11.713 -23.145 11.401
H 11.505 -24.131 11.469
H 11.054 -22.615 11.953
H 11.613 -22.895 10.427
H 12.686 -20.567 12.047
H 13.605 -21.023 10.645
H 14.290 -20.953 12.184
H 13.903 -23.325 11.296
H 12.632 -22.672 13.974
H 14.284 -22.611 13.625
H 14.388 -26.146 14.645
H 13.241 -25.226 15.401
H 14.721 -24.432 15.154
C 12.847 -15.629 10.020
C 12.667 -16.781 11.065
C 12.491 -16.389 12.607
O 11.521 -15.333 12.707
C 11.168 -15.006 14.017
N 11.438 -17.587 10.673
H 11.510 -18.216 9.885
H 11.106 -18.161 11.435
H 10.711 -16.890 10.591
H 11.878 -15.155 9.866
H 13.173 -16.124 9.105
H 13.591 -14.969 10.466
H 13.368 -17.615 11.034
H 13.461 -15.993 12.907
H 12.251 -17.153 13.347
H 10.336 -14.322 14.182
H 12.034 -14.526 14.473
H 10.726 -15.871 14.511
C 14.414 -27.587 6.808
C 14.562 -27.663 8.387
O 14.045 -28.572 9.019
N 15.417 -26.603 9.126
H 16.404 -26.677 8.922
H 15.107 -25.668 8.902
C 15.234 -26.756 10.649
H 15.344 -27.868 6.313
H 14.179 -26.546 6.589
H 13.644 -28.301 6.517
H 15.857 -26.032 11.175
H 15.475 -27.779 10.936
H 14.171 -26.569 10.802
C 19.829 -24.052 6.773
C 18.747 -24.031 5.699
O 19.064 -23.953 4.462
N 17.282 -24.130 6.092
H 17.263 -24.508 7.029
H 16.677 -23.356 6.325
C 16.406 -25.000 5.127
H 20.711 -23.528 6.405
H 20.177 -25.068 6.961
H 19.464 -23.551 7.669
H 16.454 -24.593 4.117
H 15.433 -25.009 5.620
H 16.749 -26.030 5.228
C 17.462 -18.758 12.092
C 16.662 -19.210 10.832
O 15.559 -18.820 10.406
N 17.382 -20.251 10.019
H 17.615 -21.053 10.587
H 16.693 -20.647 9.395
C 18.398 -19.555 9.067
H 18.452 -18.398 11.814
H 17.458 -19.678 12.677
H 16.980 -17.994 12.703
H 18.180 -20.078 8.136
H 19.372 -19.728 9.524
H 18.347 -18.466 9.092
C 12.225 -19.174 4.972
C 13.401 -18.179 4.957
O 13.442 -17.218 4.238
N 14.430 -18.415 6.022
H 14.721 -17.635 6.593
H 14.060 -18.953 6.793
C 15.646 -19.219 5.422
H 11.821 -19.064 3.965
H 11.428 -18.905 5.664
H 12.575 -20.191 5.149
H 16.372 -18.931 6.182
H 15.896 -18.739 4.475
H 15.347 -20.263 5.326
C 11.889 -23.983 5.459
C 11.954 -24.989 4.293
O 12.681 -25.978 4.328
N 10.867 -24.884 3.254
H 10.231 -25.636 3.478
H 10.381 -24.054 3.560
C 11.339 -24.997 1.771
H 11.167 -24.279 6.219
H 11.677 -22.959 5.152
H 12.874 -23.873 5.914
H 11.319 -26.051 1.495
H 12.355 -24.626 1.641
H 10.619 -24.606 1.053
C 7.819 -19.147 7.620
C 7.268 -20.348 8.486
O 6.197 -20.170 9.127
N 7.954 -21.669 8.239
H 8.077 -21.748 7.240
H 8.936 -21.688 8.476
C 7.362 -22.974 8.918
H 8.470 -18.399 8.073
H 6.882 -18.626 7.424
H 8.286 -19.603 6.747
H 6.325 -22.953 8.584
H 7.460 -22.929 10.003
H 7.840 -23.827 8.437
P 10.594 -26.711 10.035
F 11.857 -25.682 9.650
F 11.052 -27.890 8.910
F 11.435 -27.298 11.268
F 9.362 -27.784 10.353
F 10.015 -25.572 11.024
F 9.708 -26.043 8.820
*
```


[2]
DFT (wB97M-V/def2-TZVPD) results for a structure of composition C23H43AlNO4S2.

Output
maximum force	0.8	eV Å⁻¹
HOMO level	-5.48	eV
molar mass	488.72	g/mol

The geometry in ORCA input format:
```
! wB97M-V def2-TZVPD RIJCOSX def2/J DEFGRID3
* xyz -1 1
C 0.894 0.276 2.736
C 0.119 -0.768 2.966
C -0.254 -1.811 1.927
O 0.891 -2.380 1.371
Al 0.895 -2.261 -0.410
C 2.023 -0.737 -1.042
C 3.488 -0.729 -0.597
C 4.119 0.690 -0.611
S 5.633 0.621 -1.607
C 6.507 2.119 -1.509
S 7.965 2.153 -2.252
N 6.053 3.253 -0.795
C 4.694 3.729 -1.050
C 4.642 5.186 -0.574
O 5.370 5.380 0.631
C 5.484 4.190 1.379
C 6.376 3.194 0.643
O 1.265 -3.845 -1.073
C 2.296 -4.065 -1.992
C 3.356 -4.983 -1.394
C 4.231 -4.316 -0.339
O -0.813 -1.757 -0.456
C -1.118 -1.187 0.778
C -2.607 -1.190 1.080
C -3.412 -0.297 0.127
C -4.658 0.315 0.772
C -5.734 -0.727 1.132
C -6.945 -0.743 0.194
C -7.668 0.599 0.057
C -9.135 0.460 -0.405
C -9.478 1.242 -1.681
H 1.280 0.870 3.556
H 1.206 0.553 1.735
H -0.278 -0.898 3.970
H -0.846 -2.576 2.459
H 1.506 0.155 -0.660
H 1.970 -0.661 -2.138
H 3.607 -1.151 0.403
H 4.054 -1.347 -1.303
H 3.416 1.367 -1.092
H 4.325 1.040 0.401
H 3.925 3.164 -0.522
H 4.515 3.702 -2.125
H 3.590 5.471 -0.437
H 5.082 5.850 -1.319
H 4.497 3.752 1.582
H 5.921 4.439 2.346
H 7.417 3.509 0.754
H 6.280 2.188 1.069
H 2.757 -3.130 -2.350
H 1.888 -4.567 -2.884
H 2.824 -5.830 -0.948
H 3.991 -5.400 -2.186
H 4.952 -5.026 0.076
H 4.812 -3.497 -0.773
H 3.629 -3.921 0.481
H -0.836 -0.114 0.756
H -2.736 -0.824 2.109
H -2.994 -2.214 1.056
H -2.761 0.497 -0.248
H -3.727 -0.898 -0.733
H -5.073 1.073 0.101
H -4.349 0.852 1.675
H -5.276 -1.719 1.087
H -6.086 -0.585 2.158
H -6.638 -1.115 -0.790
H -7.663 -1.474 0.584
H -7.148 1.246 -0.652
H -7.639 1.105 1.028
H -9.357 -0.596 -0.582
H -9.809 0.781 0.393
H -10.260 0.737 -2.251
H -9.838 2.248 -1.457
H -8.608 1.330 -2.336
*
```


[3]
DFT (wB97M-V/def2-TZVPD) results for a structure of composition C58H43AsN6S5SbSe4V.

Output
maximum force	3.7	eV Å⁻¹
HOMO level	-11.84	eV
molar mass	1547.83	g/mol

The geometry in ORCA input format:
```
! wB97M-V def2-TZVPD RIJCOSX def2/J DEFGRID3
* xyz 2 1
V 1.819 -0.700 -0.467
S 2.395 -2.759 -0.206
C 3.022 -1.836 1.195
S 2.671 -0.060 1.393
C 4.059 -2.357 1.896
C 4.496 -3.694 1.622
N 4.768 -4.769 1.325
C 4.712 -1.558 2.891
N 5.172 -0.825 3.646
N 0.072 -1.056 0.303
S -1.042 -0.013 0.186
N -0.610 1.572 0.078
S -0.965 2.620 -1.000
N -0.815 2.158 -2.497
S 0.512 1.273 -2.838
N 0.736 0.296 -1.758
C 0.210 0.563 -4.408
C 1.302 -0.018 -5.046
C 1.156 -0.504 -6.332
C -0.092 -0.445 -6.944
C -1.187 0.088 -6.277
C -1.043 0.617 -5.003
C 1.838 2.427 -3.118
C 2.050 2.952 -4.389
C 3.174 3.734 -4.615
C 4.077 3.972 -3.588
C 3.823 3.497 -2.305
C 2.702 2.720 -2.068
C 0.125 3.958 -0.659
C 0.263 4.917 -1.658
C 1.171 5.942 -1.465
C 1.916 6.002 -0.292
C 1.748 5.049 0.704
C 0.841 4.015 0.527
C -2.563 3.358 -0.997
C -3.325 3.401 -2.158
C -4.502 4.131 -2.148
C -4.893 4.812 -1.001
C -4.113 4.765 0.149
C -2.938 4.037 0.158
C -2.232 -0.312 -1.103
C -3.445 0.367 -1.050
C -4.385 0.132 -2.040
C -4.107 -0.769 -3.061
C -2.897 -1.451 -3.090
C -1.952 -1.230 -2.101
C -2.021 0.063 1.658
C -1.735 1.015 2.632
C -2.491 1.031 3.789
C -3.518 0.110 3.967
C -3.792 -0.832 2.989
C -3.034 -0.870 1.828
H 2.247 -0.095 -4.525
H 2.022 -0.903 -6.841
H -0.218 -0.831 -7.947
H -2.159 0.105 -6.751
H -1.874 1.068 -4.479
H 1.362 2.747 -5.198
H 3.366 4.109 -5.612
H 4.987 4.522 -3.785
H 4.522 3.696 -1.505
H 2.518 2.304 -1.089
H -0.320 4.843 -2.567
H 1.301 6.689 -2.236
H 2.627 6.805 -0.150
H 2.327 5.105 1.616
H 0.702 3.259 1.288
H -2.995 2.877 -3.042
H -5.105 4.180 -3.045
H -5.809 5.387 -1.006
H -4.414 5.311 1.032
H -2.322 3.996 1.050
H -3.659 1.052 -0.241
H -5.333 0.651 -2.007
H -4.843 -0.950 -3.834
H -2.680 -2.157 -3.880
H -1.010 -1.762 -2.110
H -0.945 1.735 2.477
H -2.274 1.759 4.559
H -4.096 0.118 4.881
H -4.584 -1.553 3.134
H -3.236 -1.618 1.071
C -2.791 -2.549 6.266
C -1.785 -1.597 6.359
C -0.876 -1.445 5.322
C -0.968 -2.242 4.184
C -1.982 -3.189 4.090
C -2.890 -3.342 5.133
As 0.502 -2.103 2.858
C 0.181 -3.776 1.914
C -0.728 -4.015 0.892
C -0.842 -5.287 0.348
C -0.020 -6.310 0.810
C 0.886 -6.078 1.831
C 0.977 -4.815 2.410
C 1.841 -4.457 3.554
C 2.716 -5.315 4.213
C 3.455 -4.847 5.289
C 3.327 -3.532 5.719
C 2.475 -2.662 5.049
C 1.741 -3.129 3.971
H -3.498 -2.673 7.077
H -1.701 -0.977 7.243
H -0.085 -0.708 5.408
H -2.071 -3.822 3.216
H -3.669 -4.090 5.056
H -1.354 -3.213 0.522
H -1.557 -5.476 -0.443
H -0.096 -7.298 0.374
H 1.532 -6.878 2.169
H 2.839 -6.337 3.879
H 4.136 -5.515 5.801
H 3.907 -3.173 6.559
H 2.405 -1.629 5.366
Se 5.097 0.914 -5.855
Sb 5.277 0.160 -3.438
Se 7.182 1.268 -2.588
Se 5.639 -1.402 -5.342
Se 3.561 -0.449 -1.728
*
```


[4]
DFT (wB97M-V/def2-TZVPD) results for a structure of composition C23H21IN3O4RuS2Se.

Output
maximum force	1.1	eV Å⁻¹
HOMO level (spin up / spin down)	-0.40 / -1.81	eV
molar mass	774.51	g/mol
relative energy (zero: lowest compared OMol25 entry of this formula, charge and spin)	0.0	kcal/mol

The geometry in ORCA input format:
```
! wB97M-V def2-TZVPD RIJCOSX def2/J DEFGRID3
* xyz -2 2
Ru 0.310 0.649 1.788
C 0.051 4.647 -1.762
S -1.159 4.743 -0.421
C -0.868 3.183 0.382
S 0.709 2.793 0.922
N -1.893 2.451 0.628
N -1.562 1.328 1.349
C -2.621 0.608 1.709
C -2.373 -0.611 2.321
C -3.378 -1.507 2.761
C -3.020 -2.704 3.303
C -1.652 -3.024 3.408
C -0.718 -2.107 2.979
N -1.040 -0.915 2.456
H 0.142 5.650 -2.179
H -0.281 3.958 -2.539
H 1.014 4.321 -1.377
H -3.609 0.984 1.493
H -4.414 -1.207 2.670
H -3.777 -3.396 3.655
H -1.319 -3.964 3.827
H 0.339 -2.303 3.056
C -1.069 -3.087 -4.423
C -2.140 -2.863 -3.568
C -1.952 -2.162 -2.386
C -0.702 -1.651 -2.014
C 0.369 -1.901 -2.884
C 0.184 -2.603 -4.065
C -0.600 -0.944 -0.717
C 0.340 -0.107 -0.254
C 1.447 0.358 -1.115
C 1.173 1.209 -2.191
C 2.191 1.718 -2.984
C 3.515 1.393 -2.717
C 3.800 0.558 -1.643
C 2.783 0.048 -0.850
H -1.206 -3.636 -5.348
H -3.126 -3.237 -3.821
H -2.792 -1.996 -1.719
H 1.357 -1.550 -2.625
H 1.036 -2.781 -4.713
H -1.451 -1.159 -0.073
H 0.139 1.464 -2.394
H 1.948 2.377 -3.812
H 4.315 1.802 -3.325
H 4.827 0.309 -1.400
H 3.027 -0.590 -0.012
I -1.701 1.827 4.849
C 0.168 1.441 3.810
H 0.680 0.773 4.501
H 0.659 2.411 3.840
O 2.841 -0.351 4.399
Se 2.875 -0.231 2.790
O 2.301 1.261 2.240
O 1.590 -1.057 2.071
O 4.294 -0.623 2.130
*
```


[5]
DFT (wB97M-V/def2-TZVPD) results for a structure of composition C22H26ClN2PPd.

Output
maximum force	3.6	eV Å⁻¹
HOMO level	-4.94	eV
molar mass	491.31	g/mol

The geometry in ORCA input format:
```
! wB97M-V def2-TZVPD RIJCOSX def2/J DEFGRID3
* xyz 0 1
Pd -0.047 -1.365 0.201
Cl 2.568 -1.391 1.268
C 3.113 0.128 0.502
C 4.470 0.436 0.439
C 4.947 1.728 0.161
C 3.998 2.723 -0.103
C 2.624 2.372 -0.285
C 2.182 1.050 0.034
P 0.450 0.670 -0.487
C 0.433 0.697 -2.282
C -0.618 -0.013 -2.894
C -0.680 -0.260 -4.223
C 0.368 0.166 -5.053
C 1.292 0.961 -4.517
C 1.468 1.141 -3.120
C -0.518 2.033 0.105
C -0.668 2.137 1.526
C -1.572 2.989 2.062
C -2.602 3.553 1.268
C -2.508 3.423 -0.085
C -1.395 2.766 -0.680
H 5.190 -0.368 0.740
H 6.008 2.000 0.319
H 4.258 3.808 -0.128
H 1.868 3.081 -0.613
H -1.377 -0.306 -2.175
H -1.528 -0.826 -4.600
H 0.414 -0.227 -6.135
H 2.083 1.408 -5.124
H 2.365 1.622 -2.863
H 0.039 1.604 2.203
H -1.487 3.353 3.122
H -3.523 3.966 1.703
H -3.346 3.685 -0.743
H -1.327 2.845 -1.767
N -2.199 -1.512 0.698
C -2.582 -1.383 2.125
C -2.507 -2.767 2.848
C -1.025 -3.327 2.776
C -0.637 -4.130 1.577
N 0.180 -3.478 0.490
H -2.747 -0.863 0.139
H -2.448 -2.497 0.367
H -3.575 -0.972 2.243
H -1.857 -0.740 2.645
H -3.213 -3.416 2.346
H -2.739 -2.624 3.910
H -0.925 -3.996 3.657
H -0.290 -2.569 3.070
H -1.503 -4.632 1.103
H 0.002 -4.962 1.928
H -0.041 -3.977 -0.369
H 1.164 -3.746 0.671
*
```


[6]
DFT (wB97M-V/def2-TZVPD) results for the molecule C18H16N2O4.

Output
SMILES	COc1ccc(OC)c(C(=O)Cn2cnc3ccccc3c2=O)c1
maximum force	0.7	eV Å⁻¹
HOMO level	-8.08	eV
molar mass	324.34	g/mol
relative energy (zero: lowest compared OMol25 entry of this formula, charge and spin)	32.3	kcal/mol

The geometry in ORCA input format:
```
! wB97M-V def2-TZVPD RIJCOSX def2/J DEFGRID3
* xyz 0 1
C 2.782 -1.716 -5.601
H 1.845 -2.016 -6.081
O 2.548 -0.964 -4.434
C 1.854 -1.550 -3.417
C 1.646 -0.767 -2.292
C 0.966 -1.241 -1.165
C 0.418 -2.537 -1.204
C 0.651 -3.318 -2.342
C 1.362 -2.855 -3.424
H 1.515 -3.507 -4.269
H 0.241 -4.316 -2.346
O -0.376 -3.133 -0.294
C -1.012 -2.413 0.739
H -1.834 -3.047 1.069
H -1.406 -1.458 0.381
H -0.335 -2.227 1.578
C 0.983 -0.378 0.030
O 1.203 -0.767 1.153
C 0.765 1.125 -0.231
N 0.175 1.724 0.943
C 0.909 2.440 1.835
N 0.476 2.947 2.923
C -0.840 2.736 3.249
C -1.348 3.276 4.435
C -2.664 3.066 4.777
C -3.504 2.316 3.954
C -3.022 1.774 2.785
C -1.689 1.981 2.419
C -1.162 1.408 1.190
O -1.780 0.713 0.403
H -3.648 1.188 2.129
H -4.534 2.160 4.238
H -3.054 3.485 5.693
H -0.685 3.852 5.061
H 1.949 2.596 1.579
H 1.724 1.604 -0.433
H 0.088 1.259 -1.078
H 2.074 0.221 -2.293
H 3.387 -2.605 -5.393
H 3.333 -1.056 -6.270
*
```


[7]
DFT (wB97M-V/def2-TZVPD) results for the molecule C4H7ClS.

Output
SMILES	SCC1(Cl)CC1
maximum force	3.1	eV Å⁻¹
HOMO level	-9.42	eV
molar mass	122.62	g/mol
relative energy (zero: lowest compared OMol25 entry of this formula, charge and spin)	20.7	kcal/mol

The geometry in ORCA input format:
```
! wB97M-V def2-TZVPD RIJCOSX def2/J DEFGRID3
* xyz 0 1
C -0.790 0.407 1.076
C -0.314 0.398 -0.389
C 0.073 -0.825 -1.111
C 1.103 0.242 -0.799
H 1.184 -0.624 2.124
H -0.722 1.402 1.312
H -1.839 0.105 1.042
H -0.120 -1.790 -0.574
H -0.317 -0.829 -2.136
H 1.707 -0.089 0.003
H 1.472 0.969 -1.540
S -0.135 -0.831 2.198
Cl -1.301 1.464 -1.206
*
```